The following is a quantum chemistry calculation of a structure of composition C37H47DyO3P2S2, from OMol25.

Calculated values
* frontier orbital gap (alpha / beta): 7.03 / 7.52 eV
* spin multiplicity: 6

Cartesian coordinates (Å):
Dy 0.19587 -1.44971 0.83579
S 0.35093 0.74959 2.59311
P 0.27956 1.63787 0.73786
C -0.15132 0.67088 -0.54550
P -1.64497 0.26701 -1.14848
S -2.03856 -1.72524 -0.89388
C -1.69280 0.51863 -2.89746
C -0.62350 1.23926 -3.50902
C -0.58097 1.39896 -4.88002
C -1.62058 0.95162 -5.65640
C -2.72430 0.31768 -5.04848
C -2.76752 0.10101 -3.69768
C -3.13519 1.24400 -0.66768
C -3.43168 1.22994 0.65481
C -4.62491 1.79158 1.14039
C -5.52458 2.42363 0.34371
C -5.20884 2.38787 -1.02825
C -4.06274 1.82732 -1.55079
C -0.78106 3.16370 0.71790
C -1.02527 3.96324 1.80710
C -1.79928 5.13760 1.65529
C -2.24349 5.46156 0.40426
C -2.04212 4.65223 -0.67582
C -1.30176 3.53847 -0.53105
C 1.94976 2.41021 0.58615
C 2.38582 3.17351 1.67725
C 3.55779 3.87522 1.60144
C 4.30845 3.87978 0.41536
C 3.74976 3.24166 -0.71881
C 2.58248 2.47702 -0.63952
H 0.21525 1.54150 -2.96260
H 0.29089 1.90699 -5.25691
H -1.67982 1.11489 -6.74022
H -3.56038 0.10291 -5.74544
H -3.65624 -0.35767 -3.33781
H -2.84081 0.78001 1.36687
H -4.80620 1.86024 2.21762
H -6.32375 3.02424 0.73660
H -5.89906 2.90857 -1.74676
H -3.82784 1.88509 -2.65629
H -0.72909 3.63611 2.82406
H -1.99176 5.76713 2.44721
H -2.78831 6.36051 0.23529
H -2.54840 4.75219 -1.59444
H -1.18021 2.86257 -1.44139
H 1.68090 3.14653 2.59050
H 3.95238 4.48349 2.44169
H 5.23662 4.36676 0.26664
H 4.33062 3.32331 -1.64443
H 2.12467 1.95527 -1.48944
C 2.56052 -1.73136 3.65461
O 1.46555 -2.22482 2.90587
C 0.72012 -3.34284 3.47610
C -0.69834 -3.01342 3.79578
O -1.34063 -2.42102 2.66832
C -2.63104 -1.89027 3.07745
H 2.51228 -1.97782 4.71000
H 2.65528 -0.68052 3.59346
H 3.47130 -2.16760 3.16037
H 1.24687 -3.66090 4.39531
H 0.84587 -4.14622 2.78021
H -0.69357 -2.29956 4.70523
H -1.26006 -3.89713 4.11944
H -2.45542 -1.01536 3.76058
H -3.25766 -2.64281 3.57886
H -3.20945 -1.57843 2.20913
C 4.42546 -1.01760 -1.60626
C 4.97828 -0.72793 -0.19569
C 3.93851 -1.18688 0.75042
O 2.67529 -1.11446 0.07002
C 2.92212 -1.38459 -1.36096
H 4.86561 -1.90931 -2.04780
H 4.49072 -0.18230 -2.29458
H 5.15334 0.35941 -0.02928
H 5.87207 -1.31366 0.02149
H 3.82036 -0.57561 1.60626
H 4.09509 -2.18536 1.05490
H 2.13153 -0.74924 -1.86611
H 2.73517 -2.46441 -1.53346
C -1.27683 -4.93048 -0.86356
C 0.15472 -4.35144 -0.98111
C 1.04779 -5.53214 -1.49062
C 0.61596 -3.75733 0.33204
H -1.60544 -5.37596 -1.78920
H -2.02484 -4.15610 -0.65847
H -1.28413 -5.73298 -0.09618
H 0.16608 -3.56072 -1.69289
H 1.14852 -6.29367 -0.75788
H 2.03724 -5.10583 -1.81063
H 0.68453 -5.87269 -2.45547
H 1.71039 -3.79873 0.40323
H 0.25642 -4.36668 1.10871



The following is a quantum chemistry calculation of a structure of composition C37H47N2PS2Tc, from OMol25.

Calculated values
* frontier orbital gap (alpha / beta): 5.44 / 6.51 eV
* net charge: +2
* spin multiplicity: 2

Cartesian coordinates (Å):
Tc -0.70580 0.34550 0.71160
C 0.60830 -4.83560 -1.82730
C 1.27820 -4.41480 -0.51760
C 2.71700 -4.95770 -0.45570
C 1.35180 -2.92440 -0.34150
C 1.79220 -2.11290 -1.37920
C 2.02550 -0.75580 -1.21660
C 2.71590 -0.04760 -2.35830
C 4.21070 -0.42410 -2.37520
C 2.11860 -0.42900 -3.72430
C 1.75990 -0.12440 0.04240
C 1.35650 -0.95160 1.13570
C 1.12000 -2.31890 0.88790
C 1.44670 -0.61170 2.62360
C 2.85740 -0.92200 3.13590
C 1.06050 0.81320 3.00560
C 2.40040 1.21780 0.19600
C 3.76860 1.18830 0.45520
C 4.53450 2.33760 0.42050
C 3.93110 3.53980 0.09260
C 2.56300 3.59610 -0.11710
C 1.76740 2.45050 -0.04770
P -0.07490 2.55250 -0.07250
C -0.56270 4.03970 1.06120
C -1.97420 3.81340 1.60160
C 0.39010 4.15940 2.24930
C -0.53880 5.34970 0.27370
C -0.73340 2.81880 -1.82970
C -0.43450 1.51930 -2.57480
C -0.02610 3.94660 -2.57510
C -2.24710 2.99910 -1.76970
H 0.47820 -5.91440 -1.83600
H 1.21800 -4.57410 -2.68860
H -0.37010 -4.37420 -1.94920
H 0.72290 -4.84150 0.32450
H 3.32780 -4.51920 -1.24260
H 2.71730 -6.03590 -0.58800
H 3.17760 -4.73280 0.50450
H 2.01280 -2.57380 -2.32710
H 2.65150 1.03460 -2.21160
H 4.32600 -1.50410 -2.42680
H 4.73300 -0.05850 -1.49610
H 4.68340 0.01330 -3.25170
H 2.61820 -1.30000 -4.13700
H 2.26490 0.37820 -4.43660
H 1.05730 -0.64930 -3.66830
H 0.82030 -2.93930 1.72190
H 0.75600 -1.29140 3.14050
H 3.54970 -0.14300 2.83300
H 3.21190 -1.87400 2.74970
H 2.86350 -0.97280 4.22120
H 1.75530 1.52900 2.57630
H 1.09580 0.92290 4.08750
H 0.02220 1.06020 2.70650
H 4.22120 0.23570 0.68710
H 5.59160 2.28160 0.62520
H 4.52630 4.43440 0.00840
H 2.12140 4.54990 -0.35420
H -1.98010 3.05570 2.38250
H -2.68390 3.52830 0.83040
H -2.32780 4.74150 2.04790
H 0.30010 3.31740 2.92880
H 0.11450 5.05270 2.80780
H 1.42690 4.27310 1.94620
H -1.34240 5.40480 -0.45390
H 0.41290 5.52660 -0.21570
H -0.69030 6.16840 0.97470
H 0.63270 1.36400 -2.66100
H -0.84460 1.58570 -3.57970
H -0.89030 0.65740 -2.08450
H 1.05250 3.89670 -2.43930
H -0.37910 4.93140 -2.29720
H -0.22140 3.83330 -3.63970
H -2.70340 2.20470 -1.17630
H -2.64500 2.93830 -2.78090
H -2.54580 3.96120 -1.36770
S -2.84840 0.75010 1.57360
C -2.97480 -0.95190 1.92230
C -3.56930 -1.37570 3.10610
C -3.54380 -2.72320 3.45090
C -4.06060 -3.13160 4.70700
N -4.42160 -3.42150 5.75270
C -2.94010 -3.66320 2.58910
C -2.38770 -3.24470 1.38290
C -2.39080 -1.89610 1.04060
S -1.70340 -1.38340 -0.49080
C -2.85450 -5.03400 2.94960
N -2.73190 -6.13840 3.21670
H -4.02150 -0.65830 3.77750
H -1.94080 -3.96740 0.71650



The following is a quantum chemistry calculation of a structure of composition C37H47N3P2PtSeSi, from OMol25.

Calculated values
* frontier orbital gap: 6.98 eV
* relative energy (zero: lowest compared OMol25 entry of this formula, charge and spin): 62.5 kJ/mol
* spin multiplicity: 1

Cartesian coordinates (Å):
Pt 0.24500 -0.01456 -0.57592
C -1.44415 0.07139 -3.29816
P -1.64465 0.87076 -1.65831
C -3.29183 0.30502 -1.14574
C -3.38947 -0.73244 -0.22479
C -4.63191 -1.24272 0.12399
C -5.78214 -0.71102 -0.43891
C -5.69183 0.32689 -1.35737
C -4.45143 0.83004 -1.71526
C -1.76932 2.66976 -1.81025
C -2.53434 3.39549 -0.89564
C -2.48349 4.78136 -0.88410
C -1.66602 5.45409 -1.78092
C -0.89705 4.73816 -2.68860
C -0.94183 3.35269 -2.70325
C -1.01321 -1.32583 -2.95438
C -1.27334 -2.56969 -3.48425
C -0.56041 -3.51420 -2.69469
C 0.08764 -2.79674 -1.71262
C 1.02760 -3.13665 -0.59694
P 0.73036 -1.86458 0.69382
C 2.10357 -2.00885 1.86920
C 2.18708 -3.08517 2.75337
C 3.27737 -3.20453 3.59855
C 4.28738 -2.25026 3.56387
C 4.20722 -1.17926 2.68823
C 3.11444 -1.05504 1.84247
C -0.69960 -2.50876 1.63449
C -1.44950 -3.59670 1.20262
C -2.56985 -4.01087 1.91801
C -2.94835 -3.34519 3.06985
C -2.20759 -2.25147 3.50741
C -1.10106 -1.83900 2.79171
N -0.18828 -1.47262 -1.87624
H -0.65102 0.59531 -3.83861
H -2.37048 0.09675 -3.87285
H -2.48537 -1.13212 0.21737
H -4.69419 -2.05355 0.83839
H -6.75250 -1.10399 -0.16364
H -6.58922 0.74204 -1.79787
H -4.38660 1.63601 -2.43699
H -3.17633 2.87304 -0.19582
H -3.08453 5.33647 -0.17496
H -1.62847 6.53564 -1.77074
H -0.24862 5.25767 -3.38148
H -0.30531 2.80179 -3.38216
H -1.88218 -2.77800 -4.34889
H -0.50517 -4.57940 -2.85175
H 2.07225 -3.00267 -0.90142
H 0.92971 -4.15692 -0.22421
H 1.39274 -3.82241 2.78279
H 3.34252 -4.03929 4.28405
H 5.14022 -2.34540 4.22370
H 4.99594 -0.43886 2.66094
H 3.03809 -0.22241 1.15339
H -1.19341 -4.10780 0.28475
H -3.14762 -4.85459 1.56307
H -3.81707 -3.67044 3.62740
H -2.49722 -1.72569 4.40800
H -0.53313 -0.98749 3.15028
C 4.41471 -0.97659 -1.54797
Si 3.46605 -0.14949 -2.94504
C 4.73524 0.70671 -4.03243
C 2.59259 -1.44646 -3.97584
Se 2.01221 1.38319 -2.18604
H 5.17539 -1.65155 -1.95043
H 3.76599 -1.55406 -0.88739
H 4.91835 -0.22232 -0.93976
H 5.44664 -0.01206 -4.44720
H 5.29281 1.45302 -3.46372
H 4.24352 1.21920 -4.86132
H 3.30115 -2.15247 -4.41711
H 2.05383 -0.95487 -4.78955
H 1.85405 -2.00504 -3.39826
C 1.44403 3.82935 2.42493
C 0.54969 2.67369 2.86374
C 0.88095 2.26402 4.29496
C -0.92917 3.06748 2.76665
N 0.87280 1.48877 2.04667
N 0.64716 1.65880 0.64286
H 1.32857 4.66993 3.10989
H 1.19111 4.18566 1.42413
H 2.48932 3.51880 2.42596
H 0.64200 3.07219 4.98654
H 1.93895 2.01966 4.38516
H 0.30211 1.38558 4.59212
H -1.13337 3.93344 3.39744
H -1.56951 2.24656 3.09844
H -1.22436 3.34086 1.75076
H 0.28606 0.71224 2.33025
H 1.50309 2.01995 0.21276
H -0.09205 2.34264 0.47480



The following is a quantum chemistry calculation of a structure of composition C37H47N7O2PbSi, from OMol25.

Calculated values
* frontier orbital gap: 6.60 eV
* relative energy (zero: lowest compared OMol25 entry of this formula, charge and spin): 0.0 kJ/mol
* spin multiplicity: 1

Cartesian coordinates (Å):
Pb -0.41492 -0.63936 0.30871
N -3.45056 3.22623 -0.96687
C -2.95302 2.02873 -0.58353
N -2.18813 1.27695 -1.28802
C -1.77445 1.72437 -2.53560
N -0.92615 1.08960 -3.27334
N -0.47083 -0.06854 -2.68329
C 0.17711 -0.84148 -3.45313
C 0.64055 -2.14255 -2.94597
C 1.22233 -3.05926 -3.81217
C 1.55219 -4.31753 -3.32890
C 1.27410 -4.61753 -2.00790
C 0.70464 -3.63159 -1.20934
N 0.41483 -2.42096 -1.65913
C -2.32405 2.98758 -3.05177
C -2.01441 3.48127 -4.32123
C -2.51342 4.69568 -4.74056
C -3.33469 5.44263 -3.89348
C -3.66199 4.96980 -2.64044
C -3.15737 3.73799 -2.22463
H -4.00911 3.76074 -0.32299
H -3.24023 1.70742 0.41249
H 0.34922 -0.58922 -4.50130
H 1.39307 -2.79154 -4.84682
H 2.00515 -5.05376 -3.98029
H 1.49428 -5.59033 -1.59071
H 0.46368 -3.80838 -0.16789
H -1.36752 2.88615 -4.95040
H -2.26877 5.07313 -5.72406
H -3.72264 6.39832 -4.22027
H -4.30161 5.54270 -1.97999
C 3.49612 -2.04923 -0.56499
C 2.96127 -2.31181 0.81854
C 3.65822 -3.11537 1.70142
C 3.16899 -3.23267 3.00538
C 2.04255 -2.55297 3.39005
C 1.35633 -1.74267 2.44627
N 1.83465 -1.68046 1.16610
N 0.25582 -1.02048 2.67693
Si -0.30413 -0.44186 4.19013
C -1.56405 0.90564 3.84911
C 1.09144 0.33706 5.18281
C -1.13063 -1.74459 5.26940
H 4.38862 -1.42174 -0.49888
H 2.75725 -1.52620 -1.16819
H 3.78160 -2.97451 -1.06721
H 4.56577 -3.61408 1.39006
H 3.68720 -3.85997 3.72152
H 1.65725 -2.63895 4.39697
H -1.09752 1.77941 3.38945
H -2.03129 1.22486 4.78456
H -2.36376 0.57741 3.18134
H 1.61428 1.08197 4.57767
H 1.82922 -0.39629 5.51378
H 0.69997 0.83995 6.07070
H -2.05304 -2.10693 4.81103
H -1.38352 -1.32380 6.24637
H -0.48707 -2.61129 5.43655
C -1.58135 -3.92819 2.19115
C -2.43030 -3.08767 1.23537
C -3.26750 -2.08140 2.02785
C -3.36417 -4.01359 0.44854
O -1.62555 -2.42552 0.29890
H -2.21169 -4.46387 2.90617
H -0.88305 -3.29788 2.74077
H -1.01030 -4.66923 1.62562
H -3.93310 -2.57001 2.74400
H -3.87164 -1.49049 1.33472
H -2.60962 -1.40988 2.58270
H -4.03139 -4.57171 1.11050
H -2.76994 -4.72417 -0.12896
H -3.96446 -3.42669 -0.24854
C 3.77471 0.92503 -2.78582
C 2.86452 1.76425 -1.93417
C 2.16091 2.83612 -2.47216
C 1.27619 3.58131 -1.70617
C 0.60321 4.78198 -2.32722
C 1.05168 3.19792 -0.37389
C -0.09415 3.79828 0.33627
O -0.82732 3.17868 1.07726
C 1.83574 2.19633 0.22041
C 1.85170 1.93184 1.70322
C 2.72536 1.49260 -0.57913
H 3.82312 1.30177 -3.80664
H 3.41909 -0.10760 -2.81979
H 4.78644 0.90658 -2.37748
H 2.29748 3.09174 -3.51706
H 0.84278 4.83383 -3.38810
H 0.95935 5.70364 -1.86063
H -0.48137 4.76590 -2.23797
H -0.30977 4.86050 0.11478
H 1.05612 2.43977 2.23776
H 2.81196 2.26936 2.10257
H 1.77879 0.86731 1.91667
H 3.31878 0.70550 -0.12553